The following is a DFT calculation (wB97M-V/def2-TZVPD) of a structure of composition C9H10NO6Pb in a non-equilibrium geometry.

## Properties
HOMO-LUMO gap: 5.784 eV
E_HOMO: -10.18 eV
calculated total energy: -28505.870 eV
net charge: +1
molar mass: 435.38 g mol⁻¹
ΔE to the lowest compared entry with this formula, charge and spin: 1.3654 eV
spin multiplicity: 1

Geometry as XYZ:
```
27
Properties=species:S:1:pos:R:3:mulliken_charge:R:1
O -2.20 -4.77 -1.93 -0.169
C -1.67 -3.80 -2.26 0.164
Pb 0.60 0.25 -2.11 1.050
O 3.04 -2.28 -1.06 -0.133
C 2.19 -1.57 -1.40 0.161
C 2.15 1.97 -2.34 0.233
O 2.68 2.99 -2.28 -0.129
C -0.92 1.54 -3.72 0.036
O -1.43 2.22 -4.58 -0.364
C 1.39 -0.95 -4.41 0.190
O 2.01 -1.43 -5.24 -0.124
H -1.34 0.57 -2.97 0.009
C -0.53 0.39 3.75 -0.952
N -0.08 0.09 2.40 0.080
C 1.11 -0.74 2.22 -0.665
C -0.65 0.59 1.29 0.560
C -1.90 1.38 1.38 -1.012
O -0.08 0.35 0.18 -0.661
H 0.16 -0.09 4.44 0.263
H -1.55 0.00 3.94 0.372
H -0.54 1.47 3.95 0.375
H 0.86 -1.66 1.67 0.228
H 1.89 -0.21 1.68 0.210
H 1.46 -1.01 3.22 0.313
H -1.78 2.33 0.86 0.306
H -2.73 0.83 0.92 0.282
H -2.16 1.57 2.42 0.379
```

The following is a DFT calculation (wB97M-V/def2-TZVPD) of a structure of composition C10H17P in a non-equilibrium geometry.

## Properties
HOMO-LUMO gap: 8.495 eV
E_HOMO: -7.61 eV
calculated total energy: -19930.011 eV
net charge: 0
molar mass: 168.22 g mol⁻¹
ΔE to the lowest compared entry with this formula, charge and spin: 2.7909 eV
spin multiplicity: 1

Geometry as XYZ:
```
28
Properties=species:S:1:pos:R:3:mulliken_charge:R:1
C -0.10 -0.36 -0.65 1.442
C -1.28 -0.38 0.35 -0.311
C 1.40 -0.38 -0.33 -0.357
C -1.68 0.91 0.37 0.415
C 1.71 0.93 -0.31 0.453
C -0.49 -1.00 -2.01 -1.740
C -1.90 -1.63 1.00 -1.190
C 2.22 -1.59 -0.11 -1.321
C -2.74 1.51 1.21 -1.157
C 3.02 1.59 -0.02 -1.163
P -0.06 1.52 -0.43 -0.120
H -0.67 -2.03 -1.85 0.462
H 0.35 -0.86 -2.82 0.281
H -1.32 -0.58 -2.35 0.628
H -2.13 -2.24 0.11 0.296
H -2.73 -1.29 1.58 0.370
H -1.18 -2.18 1.65 0.243
H 3.29 -1.35 -0.13 0.405
H 1.89 -2.26 -0.93 0.319
H 2.09 -2.10 0.87 0.244
H -2.45 2.56 1.60 0.248
H -3.18 0.82 1.90 0.371
H -3.57 1.61 0.37 0.251
H 3.72 0.76 0.26 0.306
H 2.94 2.27 0.80 0.299
H 3.23 2.17 -0.93 0.288
H -0.30 2.20 -1.56 0.014
H -0.06 2.74 0.33 0.026
```

The following is a DFT calculation (wB97M-V/def2-TZVPD) of an isolated molecule of C6H9N in a non-equilibrium geometry.

## Properties
HOMO-LUMO gap: 11.887 eV
E_HOMO: -11.04 eV
calculated total energy: -7857.190 eV
net charge: 0
molar mass: 95.14 g mol⁻¹
ΔE to the lowest compared entry with this formula, charge and spin: 0.9696 eV
spin multiplicity: 1

Geometry as XYZ:
```
16
Properties=species:S:1:pos:R:3:mulliken_charge:R:1
C 1.35 1.19 0.19 -1.714
C 0.49 -0.05 -0.03 1.675
C 1.34 -1.21 -0.32 -0.087
N 2.02 -2.12 -0.54 -0.511
C -0.57 -0.36 1.06 -0.920
C -1.65 -0.51 -0.03 -0.444
C -0.67 0.08 -1.07 -0.916
H 1.94 1.43 -0.70 0.374
H 2.04 1.05 1.04 0.373
H 0.70 2.05 0.42 0.445
H -0.73 0.52 1.70 0.293
H -0.38 -1.23 1.69 0.294
H -1.91 -1.56 -0.23 0.253
H -2.58 0.04 0.12 0.298
H -0.54 -0.48 -2.00 0.293
H -0.86 1.13 -1.31 0.294
```

The following is a DFT calculation (wB97M-V/def2-TZVPD) of a cluster of 3 separate species, C2H7NO4 in total in a non-equilibrium geometry.

## Properties
HOMO-LUMO gap: 10.653 eV
E_HOMO: -10.51 eV
calculated total energy: -11865.680 eV
net charge: 0
molar mass: 109.08 g mol⁻¹
ΔE to the lowest compared entry with this formula, charge and spin: 2.6608 eV
spin multiplicity: 1

Geometry as XYZ:
```
14
Properties=species:S:1:pos:R:3:mulliken_charge:R:1
O -0.32 -1.72 -0.34 -0.509
C -0.17 -0.56 0.11 0.053
N 0.25 0.61 -0.64 -0.175
C 0.62 0.28 -2.08 0.119
O -0.33 0.04 -2.85 -0.414
H -0.69 -0.31 1.11 0.339
H 0.48 1.57 -0.23 0.297
H 1.74 0.36 -2.35 0.293
O -3.76 -1.42 2.05 -0.626
H -3.36 -0.86 1.28 0.309
H -4.10 -2.01 1.35 0.319
O 3.03 1.61 0.92 -0.649
H 2.70 0.68 1.03 0.334
H 3.91 1.72 0.63 0.311
```

The following is a DFT calculation (wB97M-V/def2-TZVPD) of a structure of composition C13H19O9P2Pd.

## Properties
HOMO-LUMO gap (alpha / beta): 9.518 / 7.054 eV
E_HOMO (alpha / beta): -12.29 / -13.01 eV
calculated total energy: -54270.026 eV
net charge: +1
molar mass: 487.65 g mol⁻¹
ΔE to the lowest compared entry with this formula, charge and spin: 0.7247 eV
spin multiplicity: 5

Geometry as XYZ:
```
44
Properties=species:S:1:pos:R:3:mulliken_charge:R:1
Pd 1.27 1.22 0.66 0.837
O 1.76 3.66 3.99 -0.457
P 1.18 2.35 3.37 0.603
O -0.64 0.00 2.35 -0.186
O 2.20 1.48 2.65 -0.451
O 0.07 2.79 2.27 -0.149
P 0.55 4.03 1.20 0.872
O -0.75 4.09 0.31 -0.453
O 0.85 5.24 1.98 -0.761
O 1.62 3.31 0.38 -0.534
H 1.52 4.49 3.49 0.441
H -1.35 4.81 0.56 0.349
O 4.10 0.61 -0.82 -0.086
C 3.11 0.77 -0.34 0.415
C -1.68 0.99 -2.65 -1.390
C -0.76 -0.17 -3.06 0.292
C 0.68 0.30 -3.25 -1.209
C -0.89 -1.35 -2.12 0.290
C -1.41 -2.54 -2.55 -0.929
C -1.56 -3.62 -1.68 -0.994
C -1.15 -3.54 -0.33 -0.983
C -0.60 -2.39 0.17 0.633
C -0.14 -2.33 1.61 0.554
C -0.93 -1.39 2.52 -1.173
C 1.37 -2.13 1.76 -1.211
C -0.47 -1.26 -0.74 0.413
O 0.01 -0.18 -0.29 0.077
H -1.64 1.77 -3.41 0.424
H -1.37 1.43 -1.70 0.133
H -2.72 0.67 -2.56 0.377
H -1.11 -0.53 -4.03 0.550
H 1.03 0.86 -2.38 -0.029
H 0.74 0.96 -4.11 0.464
H 1.36 -0.53 -3.42 0.371
H -1.73 -2.64 -3.58 0.459
H -1.98 -4.55 -2.04 0.411
H -1.28 -4.40 0.31 0.462
H -0.37 -3.32 2.01 0.506
H -1.45 0.46 2.10 0.248
H -0.67 -1.64 3.55 0.420
H -2.01 -1.56 2.40 0.447
H 1.68 -1.11 1.55 0.105
H 1.92 -2.80 1.09 0.396
H 1.67 -2.35 2.78 0.446
```

The following is a DFT calculation (wB97M-V/def2-TZVPD) of a cluster of 4 separate species, C19H35N2O13S2 in total in a non-equilibrium geometry.

## Properties
HOMO-LUMO gap: 7.339 eV
E_HOMO: -5.30 eV
calculated total energy: -71534.778 eV
net charge: -1
molar mass: 563.62 g mol⁻¹
ΔE to the lowest compared entry with this formula, charge and spin: 3.6784 eV
spin multiplicity: 1

Geometry as XYZ:
```
71
Properties=species:S:1:pos:R:3:mulliken_charge:R:1
C -2.00 3.99 -4.33 -0.814
C -1.03 5.12 -3.71 -0.319
C -1.81 6.31 -2.96 -0.546
C -2.37 5.94 -1.50 -0.364
O -2.55 4.52 -1.25 -0.156
N -1.67 4.19 -0.25 0.091
S -2.34 4.54 1.33 -0.233
C -1.20 2.76 -0.40 0.811
S -1.31 1.87 1.24 -0.262
O 0.19 2.83 -0.91 -0.272
C 0.90 3.39 0.19 0.554
N 1.60 4.04 0.94 -0.584
C -2.07 1.89 -1.44 0.014
O -1.49 1.47 -2.52 -0.719
O -3.40 1.52 -1.25 -0.776
H -1.36 3.05 -4.53 0.200
H -2.46 4.29 -5.34 0.400
H -2.84 3.65 -3.63 0.086
H -0.18 4.71 -3.06 0.138
H -0.50 5.61 -4.62 0.364
H -1.04 7.17 -2.81 0.277
H -2.66 6.78 -3.58 0.295
H -1.68 6.46 -0.73 0.235
H -3.41 6.44 -1.38 0.223
H -1.34 5.32 1.95 0.138
H -2.68 1.53 1.31 0.235
C 3.04 1.88 2.65 -0.733
C 2.79 1.70 4.13 -0.253
O 1.93 0.57 4.37 -0.367
C 2.51 -0.63 4.28 0.754
O 3.67 -0.85 4.03 -0.573
O 1.57 -1.57 4.50 -0.330
C 2.04 -2.90 4.33 -0.503
H 2.10 1.94 2.10 -0.080
H 3.62 2.79 2.46 0.422
H 3.59 1.03 2.23 0.300
H 2.27 2.58 4.52 0.311
H 3.72 1.59 4.69 0.308
H 2.92 -3.09 4.94 0.176
H 2.24 -3.10 3.28 0.286
H 1.25 -3.58 4.66 0.241
C -3.55 0.10 -4.02 -0.883
C -4.96 0.30 -3.48 0.005
O -5.88 0.63 -4.53 -0.371
C -6.28 -0.40 -5.30 0.735
O -5.94 -1.55 -5.17 -0.561
O -7.10 0.08 -6.25 -0.344
C -7.52 -0.89 -7.20 -0.636
H -3.24 0.97 -4.60 0.199
H -2.85 -0.05 -3.20 0.215
H -3.51 -0.76 -4.68 0.426
H -4.96 1.14 -2.78 0.221
H -5.30 -0.58 -2.92 0.234
H -7.96 -1.76 -6.70 0.286
H -6.68 -1.20 -7.82 0.282
H -8.28 -0.44 -7.84 0.221
C 5.18 -9.05 3.43 -1.082
C 5.94 -8.64 4.68 -0.164
O 6.64 -7.41 4.47 -0.376
C 5.89 -6.30 4.52 0.742
O 4.70 -6.25 4.72 -0.565
O 6.69 -5.24 4.28 -0.339
C 5.99 -4.00 4.20 -0.566
H 5.85 -9.08 2.57 0.291
H 4.72 -10.03 3.56 0.349
H 4.39 -8.33 3.19 0.307
H 6.69 -9.40 4.91 0.286
H 5.28 -8.57 5.55 0.301
H 5.38 -3.83 5.09 0.251
H 5.37 -3.97 3.30 0.295
H 6.73 -3.20 4.14 0.270
```